(1)
A cluster of 2 separate species, C2H2ClNO2 in total in a non-equilibrium geometry. Source: the Open Molecules 2025 dataset; level of theory: the ωB97M-V functional and the def2-TZVPD basis.

```
8
Properties=species:S:1:pos:R:3:forces:R:3:mulliken_charge:R:1
O 0.5801 1.6027 -0.5441 0.382 0.212 -0.179 -0.356
C 0.9971 0.6568 -0.0213 -0.268 1.796 -0.869 0.735
C 1.3443 -0.3942 0.6162 0.249 -3.141 2.431 -0.498
Cl 2.8573 -1.2927 0.3432 -1.084 0.784 0.197 -0.159
H 0.5539 -0.8020 1.3562 1.778 0.627 -1.426 0.318
N -2.2354 0.2992 -0.3081 1.500 -0.304 1.167 -0.047
O -1.1684 -0.3219 -0.2732 -4.596 1.063 -1.666 -0.225
H -2.9290 0.2522 -1.1688 2.039 -1.038 0.344 0.231
```
Positions in Å, forces in eV/Å.

Properties
Orbital gap (alpha / beta) ... 7.99 / 8.00 eV
HOMO energy (alpha / beta) ... -9.05 / -9.05 eV
ΔE to the lowest compared entry with this formula, charge and spin ... 456.71 kJ/mol
SMILES ... O=C=CCl.N=O
Total charge ... 0
Energy ... -742.662608 Ha
F_max ... 5.0 eV/Å
LUMO energy (alpha / beta) ... -1.1 / -1.1 eV

---

(2)
A cluster of 2 separate species, C2H2ClO3 in total in a non-equilibrium geometry. Source: the Open Molecules 2025 dataset; level of theory: the ωB97M-V functional and the def2-TZVPD basis.

```
8
Properties=species:S:1:pos:R:3:forces:R:3:mulliken_charge:R:1
C -0.4276 -1.1465 -0.0335 0.954 1.120 1.244 0.583
C -0.2596 0.3991 -0.4376 2.437 -1.023 3.969 0.081
O 0.1096 -1.6825 0.9413 -0.134 0.644 -0.711 -0.682
O -1.2547 -1.5138 -0.8585 -0.967 -0.764 -1.099 -0.622
O 1.6024 1.2555 0.3396 -2.247 -0.693 -1.470 -0.774
Cl -1.3699 1.4150 0.3524 -0.205 0.337 -0.203 -0.130
H -0.0833 0.5406 -1.4451 0.408 0.784 -1.783 0.284
H 1.6830 0.7325 1.1413 -0.245 -0.404 0.053 0.261
```
Positions in Å, forces in eV/Å.

Properties
Orbital gap ... 8.47 eV
HOMO energy ... -4.85 eV
ΔE to the lowest compared entry with this formula, charge and spin ... 293.55 kJ/mol
Total charge ... -1
Energy ... -763.300211 Ha
F_max ... 4.8 eV/Å
LUMO energy ... 3.6 eV

---

(3)
A cluster of 2 separate species, C2H2ClO3P in total in a non-equilibrium geometry. Source: the Open Molecules 2025 dataset; level of theory: the ωB97M-V functional and the def2-TZVPD basis.

```
9
Properties=species:S:1:pos:R:3:forces:R:3:mulliken_charge:R:1
C -0.0154 0.1942 -0.5733 -2.216 -2.401 -0.683 -0.932
C 0.7466 1.1640 -0.2509 4.282 4.890 1.078 0.387
O 0.6807 2.4007 -0.0693 -0.375 -1.261 -0.113 -0.650
O 3.6749 1.7356 -0.6605 -0.107 -0.363 -0.306 -0.611
O 2.9770 0.7466 1.6102 -0.133 -0.279 0.474 -0.580
P 2.8098 0.8312 0.1435 -0.226 0.910 0.018 0.574
Cl 4.2738 -1.5804 -0.2627 -0.237 -0.043 -0.180 -0.834
H 0.2679 -0.7965 -0.5508 0.889 -1.831 -0.123 0.341
H -1.0355 0.3699 -0.4408 -1.877 0.379 -0.165 0.305
```
Positions in Å, forces in eV/Å.

Properties
Orbital gap ... 7.39 eV
HOMO energy ... -0.47 eV
ΔE to the lowest compared entry with this formula, charge and spin ... 95.63 kJ/mol
Total charge ... -2
Energy ... -1104.708296 Ha
F_max ... 6.6 eV/Å
LUMO energy ... 6.9 eV

---

(4)
The ion C2H2ClO3P with charge -2 in a non-equilibrium geometry. Source: the Open Molecules 2025 dataset; level of theory: the ωB97M-V functional and the def2-TZVPD basis.

```
9
Properties=species:S:1:pos:R:3:forces:R:3:mulliken_charge:R:1
C 0.5112 1.4177 0.3485 -0.158 0.476 1.202 -0.681
C -0.0154 0.2174 0.6528 1.008 0.763 -1.325 0.131
Cl 0.2325 -0.2130 2.3258 -0.275 -0.581 0.967 -0.324
P -0.5002 -1.1119 -0.7775 1.996 -1.622 0.314 0.751
O -1.0978 -2.2593 0.0162 -0.129 0.273 0.097 -0.787
O 0.9147 -1.4342 -1.3592 -1.556 0.785 0.667 -0.793
O -1.4360 -0.3656 -1.6797 -0.290 0.792 -0.293 -0.748
H 0.9538 2.1353 1.2097 -0.906 -1.493 -2.375 0.195
H 0.4372 1.6137 -0.7366 0.309 0.608 0.747 0.256
```
Positions in Å, forces in eV/Å.

Properties
Orbital gap ... 5.38 eV
HOMO energy ... 0.65 eV
ΔE to the lowest compared entry with this formula, charge and spin ... 111.62 kJ/mol
SMILES ... C=C(Cl)P(=O)([O-])[O-]
Total charge ... -2
Energy ... -1104.702204 Ha
F_max ... 2.9 eV/Å
LUMO energy ... 6.0 eV

---

- The lowest F_max belongs to which entry?
  number 4